Arrangement A

This record from the Open Molecules 2025 dataset describes an isolated molecule of C3H5IO. The level of theory is the ωB97M-V functional and the def2-TZVPD basis.

Results
* frontier orbital gap (spin up / spin down): 0.2775 / 0.2774 Eh
* net charge: 0

Geometry (Å):
O: -1.232 1.514 0.641
C: -1.860 -0.725 0.078
H: 2.916 1.267 1.388
H: -2.926 -0.824 0.359
H: 2.627 2.173 0.030
I: 1.241 -0.101 -0.215
C: -1.075 0.426 0.289
H: -1.445 -1.524 0.638
H: -1.742 -1.202 -0.956
C: 2.864 1.063 0.236



Arrangement B

This record from the Open Molecules 2025 dataset describes a cluster of 2 separate species, C3H5IO in total. The level of theory is the ωB97M-V functional and the def2-TZVPD basis.

Results
* frontier orbital gap (spin up / spin down): 0.2977 / 0.2976 Eh
* net charge: 0

Geometry (Å):
H: -0.332 1.714 -1.054
C: -0.969 -0.117 0.265
H: 1.176 -1.220 2.152
H: -1.905 1.102 -1.338
O: -1.834 -0.582 0.842
H: 1.512 -1.667 0.318
C: -0.941 0.752 -0.958
H: -0.388 0.058 -1.715
C: 1.243 -0.849 0.972
I: 2.437 0.809 0.517



Arrangement C

This record from the Open Molecules 2025 dataset describes a cluster of 2 separate species, C3H5IO in total. The level of theory is the ωB97M-V functional and the def2-TZVPD basis.

Results
* frontier orbital gap (spin up / spin down): 0.2069 / 0.2076 Eh
* net charge: 0

Geometry (Å):
I: 1.567 -2.090 0.032
H: -1.512 0.487 0.773
H: 1.609 1.066 0.909
O: -0.042 -0.333 -2.517
C: -0.154 -1.101 0.145
H: 0.149 1.837 1.670
H: -0.644 0.430 -2.511
C: -0.443 0.166 0.681
C: 0.494 1.102 1.066
H: -1.025 -1.564 -0.248



Bottom line: arrangement B, by a margin of 103.0 kJ/mol.



Arrangement A

This record from the Open Molecules 2025 dataset describes an isolated molecule of C8H10O2. The level of theory is the ωB97M-V functional and the def2-TZVPD basis.

Results
* frontier orbital gap: 0.3244 Eh
* net charge: 0
* SMILES: Cc1cc(O)c(C)c(O)c1

Geometry (Å):
C: 0.073 -1.211 0.069
H: 0.836 -3.139 0.864
C: -0.178 3.129 -0.106
H: 0.493 -3.080 -0.919
C: 0.960 -0.432 -0.708
H: -1.215 3.450 0.051
H: -1.794 1.406 1.224
H: -0.797 -3.175 0.217
C: 0.189 -2.704 0.074
H: -1.836 -2.007 1.543
H: 2.140 -1.896 -1.218
O: 2.017 -0.974 -1.429
O: -1.908 -1.022 1.563
H: 0.411 3.498 0.771
H: 0.275 3.608 -0.974
C: -1.030 0.925 0.625
C: 0.859 0.951 -0.828
C: -0.141 1.624 -0.173
H: 1.581 1.510 -1.399
C: -0.934 -0.459 0.754



Arrangement B

This record from the Open Molecules 2025 dataset describes a cluster of 2 separate species, C8H10O2 in total. The level of theory is the ωB97M-V functional and the def2-TZVPD basis.

Results
* frontier orbital gap: 0.3713 Eh
* net charge: 0
* SMILES: c1ccccc1.CC(=O)O

Geometry (Å):
C: 0.734 -1.049 0.798
C: -1.166 -1.866 -0.429
H: -1.068 -1.521 -2.549
O: 0.096 1.740 2.079
C: -0.544 -1.606 0.738
C: -0.570 -1.267 -1.585
C: 0.371 2.051 0.778
H: -0.977 -2.005 1.620
H: -1.495 2.767 -0.152
C: 1.373 -0.608 -0.363
H: -2.068 -2.432 -0.591
H: 0.862 1.898 2.715
H: 2.417 -0.234 -0.317
H: -1.396 0.822 0.410
H: 1.133 -0.283 -2.488
H: 1.171 -1.164 1.751
C: -0.790 1.712 -0.076
C: 0.694 -0.727 -1.584
H: -0.231 1.394 -1.172
O: 1.454 2.378 0.417



Bottom line: arrangement A, by a margin of 119.2 kJ/mol.